This record from the Open Molecules 2025 dataset describes a structure of composition C12H13ClOPd at a distorted geometry. The level of theory is ωB97M-V with the def2-TZVPD basis set.

Values from the calculation:
energy	-1128.220654	Ha
highest occupied orbital energy (alpha / beta)	0.0575 / 0.0179	hartree
net charge	-2
F_max	3.842	eV/A
2S+1	3
HOMO-LUMO gap (alpha / beta)	4.87 / 5.76	eV
<S²>	2.0110

Positions of all 28 atoms, in Å:
C: -0.64261 -1.79885 2.39891
C: -1.46522 -1.14293 1.48620
C: -1.06768 0.27863 1.44499
H: -2.24052 -1.58801 0.86753
C: -0.04304 0.43023 2.46016
C: 0.19570 -0.80573 3.06824
H: 0.89547 -1.01580 3.90100
H: -0.65432 -2.85224 2.67638
H: -1.72244 1.07055 1.05970
H: 0.40676 1.37301 2.74044
Pd: -0.17533 -0.15284 -0.77121
Cl: 0.70313 -2.34837 -1.26747
C: -0.02894 0.07332 -2.81207
C: -0.11820 1.43004 -2.38100
C: -1.41720 1.64730 -1.86472
H: 0.64309 2.16797 -2.51387
C: -2.16889 0.45026 -2.02925
C: -1.33337 -0.52961 -2.59326
H: -1.58846 -1.51628 -2.91772
H: 0.81311 -0.40888 -3.26833
H: -1.79592 2.60635 -1.55718
H: -3.22482 0.34824 -1.87141
C: 2.84246 0.12327 0.96902
C: 1.78374 0.54805 -0.05247
O: 1.97211 1.49384 -0.79411
H: 2.65980 -0.85238 1.40542
H: 2.93506 0.87034 1.75807
H: 3.83653 0.10049 0.45797

***

This record from the Open Molecules 2025 dataset describes an isolated molecule of C5H7NO. The level of theory is ωB97M-V with the def2-TZVPD basis set.

Values from the calculation:
energy	-324.586714	Ha
energy relative to the best compared isomer or geometry (same formula, charge and spin)	86.4	kcal/mol
highest occupied orbital energy (alpha / beta)	-0.2601 / -0.2464	hartree
net charge	0
F_max	0.928	eV/A
HOMO-LUMO gap (alpha / beta)	6.53 / 5.55	eV

Positions of all 14 atoms, in Å:
C: 1.78989 0.22944 -0.80661
C: 0.33361 0.01457 -0.49355
C: -0.26728 0.63170 0.70465
C: -1.30544 -0.14398 1.39478
O: -1.68542 -1.29187 0.99203
C: -0.56207 -0.51202 -1.41469
N: -1.42894 -1.00363 -2.04353
H: 2.02640 -0.20134 -1.78491
H: 2.46612 -0.24129 -0.07603
H: 2.05708 1.29798 -0.85483
H: -1.20148 -1.53099 0.15012
H: 0.47298 0.90724 1.47329
H: -0.80337 1.59589 0.53518
H: -1.89208 0.24830 2.22411

***

This record from the Open Molecules 2025 dataset describes a structure of composition C32H18BrF3IrN2O9Sb at a distorted geometry. The level of theory is ωB97M-V with the def2-TZVPD basis set.

Values from the calculation:
energy	-5234.908901	Ha
energy relative to the best compared isomer or geometry (same formula, charge and spin)	3.4	kcal/mol
highest occupied orbital energy	-0.3308	hartree
net charge	0
F_max	1.582	eV/A
HOMO-LUMO gap	7.50	eV

Positions of all 67 atoms, in Å:
Ir: 0.20482 0.73734 0.60001
O: 0.55803 -2.31221 3.27302
C: 0.88504 -1.43744 2.50634
O: -0.04347 -0.70588 1.91217
C: 2.33136 -1.16185 2.23197
C: 3.24441 -1.56951 3.18346
C: 4.59728 -1.39472 2.95320
C: 5.05916 -0.85839 1.77006
C: 4.14625 -0.49026 0.80450
C: 2.75071 -0.59904 1.00964
O: 1.90375 -0.19962 0.09756
N: 4.69570 0.04664 -0.44340
O: 4.05832 -0.10729 -1.46743
O: 5.79266 0.56747 -0.38900
N: 5.56567 -1.80226 3.97546
O: 5.12838 -2.34783 4.96837
O: 6.74354 -1.74848 3.68021
H: 2.89241 -2.03196 4.09430
H: 6.11616 -0.72829 1.59458
F: 2.25005 -2.94886 -5.80558
C: 1.55799 -2.47628 -4.75706
C: 2.09027 -1.43540 -4.02296
C: 1.37019 -0.95334 -2.94001
C: 0.14111 -1.51777 -2.61377
C: -0.36495 -2.57889 -3.36442
C: 0.34348 -3.06411 -4.45170
Sb: -0.98519 -0.79996 -0.99871
C: -2.64227 0.15190 -1.88266
C: -2.90862 0.03197 -3.24348
C: -3.99399 0.68746 -3.80524
C: -4.79613 1.45525 -2.98384
F: -5.84872 2.09087 -3.52245
C: -4.55414 1.60271 -1.63154
C: -3.46241 0.94722 -1.08409
C: -1.71825 -2.54371 -0.10123
C: -0.84599 -3.60836 0.10461
C: -1.27221 -4.73690 0.78573
C: -2.57222 -4.77000 1.25079
F: -2.99238 -5.85961 1.91230
C: -3.45988 -3.72850 1.06127
C: -3.02086 -2.60370 0.38089
H: 3.05528 -1.02309 -4.28349
H: 1.79784 -0.16652 -2.33419
H: -1.30947 -3.04212 -3.10097
H: -0.02268 -3.88574 -5.05156
H: -2.26793 -0.56763 -3.87858
H: -4.22049 0.61380 -4.85992
H: -5.20560 2.22516 -1.03377
H: -3.24394 1.07895 -0.03018
H: 0.17427 -3.56692 -0.26054
H: -0.61344 -5.57434 0.96786
H: -4.46710 -3.80475 1.44659
H: -3.70800 -1.78014 0.22547
Br: -3.38110 7.23539 0.95894
C: -1.82866 6.39151 1.63343
C: -0.98637 7.09013 2.48544
C: 0.15437 6.47267 2.98049
C: 0.44996 5.16740 2.62717
C: -0.40702 4.48153 1.77301
C: -1.55310 5.08786 1.26807
C: -0.09263 3.09298 1.39857
O: -0.90611 2.44577 0.60726
O: 0.92254 2.49072 1.81033
H: -1.22239 8.10926 2.75865
H: 0.81091 7.01820 3.64436
H: 1.33287 4.66902 3.00248
H: -2.20708 4.54250 0.60318

***

This record from the Open Molecules 2025 dataset describes a structure of composition C21H13CoF4N6O3 at a distorted geometry. The level of theory is ωB97M-V with the def2-TZVPD basis set.

Values from the calculation:
energy	-3144.227243	Ha
energy relative to the best compared isomer or geometry (same formula, charge and spin)	0.0	kcal/mol
highest occupied orbital energy (alpha / beta)	-0.4192 / -0.4191	hartree
net charge	+1
F_max	4.319	eV/A
2S+1	2
HOMO-LUMO gap (alpha / beta)	4.49 / 4.49	eV
<S²>	0.7618

Positions of all 48 atoms, in Å:
Co: -1.62805 1.84078 0.07690
N: -3.29470 2.90880 1.12349
C: -3.00854 4.34485 1.05538
C: -1.49826 4.51873 1.20647
N: -0.83524 3.69239 0.17840
H: -4.23813 2.69795 0.81127
H: -3.21154 2.58923 2.08655
H: -3.52728 4.90528 1.84173
H: -3.33533 4.72565 0.08454
H: -1.18756 4.15956 2.19081
H: -1.22290 5.57310 1.10533
H: 0.16826 3.67061 0.35709
H: -0.95430 4.15307 -0.72605
O: 0.48617 -0.17847 3.45667
C: 0.13520 -1.28191 2.81109
C: 0.70190 -2.50463 3.20128
C: 0.37549 -3.66820 2.54378
C: -0.52346 -3.65823 1.47396
C: -1.08945 -2.46911 1.06954
C: -0.78027 -1.27310 1.73212
C: -1.34131 -0.03147 1.24493
O: -1.09176 1.11923 1.76009
O: -2.06804 0.03428 0.20521
H: 0.03494 0.60324 3.07780
H: 1.40669 -2.48871 4.01581
H: 0.82395 -4.59532 2.86629
H: -0.76358 -4.57733 0.96495
H: -1.77541 -2.43038 0.23607
F: 1.21006 -1.30562 -4.79011
C: 1.45943 -1.16037 -3.49483
C: 2.41449 -1.97749 -2.91100
F: 3.04235 -2.85888 -3.67889
C: 2.69686 -1.94072 -1.52530
C: 1.99881 -0.95436 -0.79557
C: 1.09249 -0.10930 -1.39467
F: 0.55495 0.86710 -0.59848
C: 0.72575 -0.20737 -2.75284
C: -0.34194 0.56978 -3.33180
C: -1.13687 1.30741 -2.50403
N: -1.75144 1.91598 -1.71288
C: -0.65825 0.57932 -4.70309
N: -0.96112 0.64114 -5.80697
F: 2.23787 -0.78550 0.51072
C: 3.60160 -2.84734 -0.90009
C: 4.55937 -3.58143 -1.60989
N: 5.39144 -4.17012 -2.14170
C: 3.58111 -3.06746 0.48198
N: 3.52549 -3.29465 1.60796

***

This record from the Open Molecules 2025 dataset describes a structure of composition C24H62AlN6O5P2 at a distorted geometry. The level of theory is ωB97M-V with the def2-TZVPD basis set.

Values from the calculation:
energy	-2581.283844	Ha
energy relative to the best compared isomer or geometry (same formula, charge and spin)	0.0	kcal/mol
highest occupied orbital energy	-0.1782	hartree
net charge	-1
F_max	7.051	eV/A
HOMO-LUMO gap	6.04	eV

Positions of all 100 atoms, in Å:
C: 2.13938 6.63712 1.67913
C: 1.65698 7.07609 0.26674
O: 1.68267 5.90863 -0.55528
C: 0.49549 5.86039 -1.35205
C: -0.73050 5.28809 -0.56573
C: -0.84375 3.74240 -0.88451
C: -0.93355 2.82149 0.41834
C: 0.15417 1.71851 0.24407
Al: 0.17363 0.26773 1.67588
C: 1.61420 -1.11903 1.09777
C: 2.21879 -0.68817 -0.24847
O: 3.46400 -1.43317 -0.56840
C: 4.16057 -0.65201 -1.44057
O: 4.12939 -0.87698 -2.60399
C: 5.03170 0.51276 -0.95732
C: 4.40286 1.91408 -1.22787
H: 1.62334 5.68682 1.88483
H: 1.87517 7.38018 2.44543
H: 3.22471 6.47560 1.60486
H: 2.31278 7.85067 -0.17661
H: 0.65248 7.52297 0.35326
H: 0.24898 6.88445 -1.70765
H: 0.70553 5.27104 -2.25736
H: -0.65374 5.48057 0.51152
H: -1.60740 5.78170 -1.02693
H: -1.65821 3.54948 -1.60295
H: 0.08851 3.46837 -1.40376
H: -0.69406 3.39800 1.32691
H: -1.93247 2.36842 0.53221
H: 0.03784 1.27360 -0.76900
H: 1.15424 2.20744 0.22215
H: 0.63088 0.78056 3.13277
H: -1.23695 -0.49059 1.86888
H: 2.46728 -1.13130 1.80333
H: 1.15816 -2.12356 1.01690
H: 2.54516 0.35354 -0.09209
H: 1.48770 -0.77494 -1.06722
H: 6.04226 0.51766 -1.38462
H: 5.13598 0.41598 0.13934
H: 4.91626 2.65491 -0.59303
H: 4.45581 2.19947 -2.28911
H: 3.34218 1.96149 -0.93425
O: -4.67113 3.17349 2.93630
P: -6.07303 3.30255 2.36393
N: -6.46777 1.62768 2.30457
C: -6.02183 0.66045 1.31892
C: -6.66491 0.99730 3.60995
N: -5.61308 4.04984 0.86549
C: -5.11754 3.30744 -0.27978
C: -4.75258 5.20886 1.06827
N: -7.77071 3.71332 1.95907
C: -8.54255 4.21943 3.09474
C: -8.59808 2.95397 1.06541
H: -6.66368 -0.22527 1.36089
H: -4.98049 0.35113 1.47175
H: -6.12710 1.02738 0.30002
H: -7.72907 0.77623 3.76442
H: -6.34264 1.64828 4.42635
H: -6.10126 0.06852 3.70688
H: -4.30686 2.61910 -0.00788
H: -4.73718 3.97522 -1.05551
H: -5.92425 2.75599 -0.76783
H: -3.71231 4.90740 1.23968
H: -5.07945 5.79844 1.92991
H: -4.78863 5.87216 0.20039
H: -8.85610 3.41177 3.77353
H: -9.43347 4.75755 2.75917
H: -7.94152 4.92893 3.67200
H: -8.99610 2.03953 1.52733
H: -8.07235 2.68138 0.15077
H: -9.44861 3.56864 0.75422
O: 2.05093 -6.69773 -1.45302
P: 3.47339 -6.88977 -1.95890
N: 4.00797 -7.99858 -0.74759
C: 4.40372 -7.68269 0.60907
C: 3.40436 -9.32732 -0.82412
N: 3.98418 -5.24510 -1.79169
C: 4.41731 -4.67289 -0.52587
C: 3.06444 -4.30571 -2.44241
N: 4.98068 -7.18557 -2.88413
C: 4.79232 -8.02342 -4.06895
C: 6.26597 -7.40939 -2.28833
H: 4.97042 -8.52045 1.02916
H: 3.54558 -7.47262 1.26138
H: 5.08721 -6.83808 0.65612
H: 4.14496 -10.05843 -1.17361
H: 2.56495 -9.35034 -1.52375
H: 3.01906 -9.66091 0.14115
H: 3.70385 -4.86789 0.28569
H: 4.53887 -3.59321 -0.60335
H: 5.40656 -5.04188 -0.24084
H: 2.18993 -4.09540 -1.81785
H: 2.70605 -4.70882 -3.39562
H: 3.56883 -3.36513 -2.66438
H: 4.69350 -9.08932 -3.81005
H: 5.62472 -7.91126 -4.76909
H: 3.88579 -7.72189 -4.60271
H: 6.38187 -8.43022 -1.89595
H: 6.47527 -6.70206 -1.48646
H: 7.04315 -7.25108 -3.04238

***

This record from the Open Molecules 2025 dataset describes a cluster of 2 separate species, C2H5O4 in total at a distorted geometry. The level of theory is ωB97M-V with the def2-TZVPD basis set.

Values from the calculation:
energy	-379.940967	Ha
energy relative to the best compared isomer or geometry (same formula, charge and spin)	0.0	kcal/mol
highest occupied orbital energy (alpha / beta)	-0.2541 / -0.3844	hartree
net charge	0
F_max	3.420	eV/A
2S+1	4
HOMO-LUMO gap (alpha / beta)	7.91 / 9.16	eV
<S²>	3.7620

Positions of all 11 atoms, in Å:
O: -0.20992 -3.81623 -0.49486
O: 1.00099 -4.07621 -0.61420
H: -0.56047 -1.58984 0.57543
O: -0.84000 -0.70041 0.23916
C: 0.15650 0.14778 0.29667
C: 0.05139 1.44419 -0.36570
O: -0.36262 2.30101 0.70532
H: 0.81819 0.09290 1.16452
H: 1.09994 1.62537 -0.63138
H: -0.63815 1.38495 -1.21283
H: -0.51584 3.18649 0.33788

***

This record from the Open Molecules 2025 dataset describes the ion C6H11IN3O3 with charge +1 at a distorted geometry. The level of theory is ωB97M-V with the def2-TZVPD basis set.

Values from the calculation:
energy	-922.602897	Ha
energy relative to the best compared isomer or geometry (same formula, charge and spin)	25.3	kcal/mol
highest occupied orbital energy	-0.4700	hartree
net charge	+1
F_max	1.627	eV/A
HOMO-LUMO gap	9.15	eV

Positions of all 24 atoms, in Å:
O: 4.86290 -0.21285 0.43298
C: 3.51042 -0.53570 0.64224
C: 2.54966 0.50073 0.05003
O: 1.45660 -0.19988 -0.53084
C: 0.33795 0.62171 -0.65636
O: -0.54017 0.05764 -1.58567
C: -1.37138 -0.91111 -1.06909
N: -2.41566 -0.30767 -0.19229
C: -2.71643 -0.79071 1.00351
N: -3.65430 0.02053 1.47588
N: -3.95203 0.99089 0.62898
C: -3.19326 0.80949 -0.41063
I: -3.18829 2.00323 -2.08324
H: 4.96876 0.19904 -0.42508
H: 3.28659 -1.47247 0.13843
H: 3.33310 -0.61304 1.70506
H: 2.22340 1.19978 0.81914
H: 3.07186 1.07436 -0.71693
H: 0.60780 1.60365 -1.03441
H: -0.11320 0.76053 0.33537
H: -1.86255 -1.41850 -1.88681
H: -0.83628 -1.66959 -0.50799
H: -2.28124 -1.63875 1.48417
H: -4.08428 -0.07132 2.38356

***

This record from the Open Molecules 2025 dataset describes a cluster of 6 separate species, C4H21NO5S in total at a distorted geometry. The level of theory is ωB97M-V with the def2-TZVPD basis set.

Values from the calculation:
energy	-994.076381	Ha
energy relative to the best compared isomer or geometry (same formula, charge and spin)	36.9	kcal/mol
highest occupied orbital energy	-0.2977	hartree
net charge	0
F_max	3.540	eV/A
HOMO-LUMO gap	8.26	eV

Positions of all 32 atoms, in Å:
C: 0.82828 0.55778 -2.75680
S: 2.45506 -0.35533 -2.51000
C: 2.06539 -1.76707 -1.41325
C: 1.37082 -1.37327 -0.11415
C: -0.16677 -1.32395 -0.33706
N: -0.81913 -0.67118 0.82901
H: 0.14786 -0.03121 -3.30552
H: 0.80357 1.38989 -3.51163
H: 0.51636 0.89559 -1.79568
H: 3.04808 -2.24626 -1.23558
H: 1.51944 -2.56461 -2.02181
H: 1.76546 -0.42640 0.30337
H: 1.59220 -2.16066 0.65353
H: -0.49293 -0.85021 -1.32918
H: -0.48295 -2.37337 -0.47421
H: -0.37968 -0.99152 1.70745
H: -0.36724 0.23657 0.74418
O: -0.60899 0.45888 3.62832
H: -0.99626 1.18397 3.09794
H: -1.20440 -0.29794 3.55943
O: -2.82154 0.88814 1.57393
H: -3.74446 0.77796 1.78769
H: -2.47310 -0.03920 1.62498
O: 1.59254 -0.51978 2.77436
H: 2.41239 -0.46476 3.28696
H: 1.08937 0.39632 2.74244
O: -2.10123 0.55738 -2.61849
H: -1.69936 0.95156 -1.84258
H: -2.60183 1.15684 -3.10472
O: -0.07409 2.73168 -0.30028
H: 0.62996 3.39414 0.00605
H: -0.80281 2.88001 0.35131